Here is 7 unconnected molecules or ions with the total composition C38H58N8O2 from the OMol25 dataset. Energies are from ωB97M-V/def2-TZVPD.

Results
SMILES string = CCOC(=O)CCCc1cnc2ccccc2n1.CCCC#N.CCCC#N.CCCC#N.CCCC#N.CCCC#N.CCCC#N
HOMO energy = -0.3305 Ha
F_max = 0.0370 Eh/bohr
orbital gap = 8.96 eV
energy above the lowest of the compared OMol25 structures with the same formula, charge and spin = 14.96 kcal per mole
energy = -2071.25447 Ha

The geometry in XYZ format:
```
106
Properties=species:S:1:pos:R:3:lowdin_charge:R:1
C 0.00 4.28 -0.33 -0.077
C -0.61 3.20 0.59 -0.234
O -1.62 2.44 -0.10 0.001
C -2.24 1.49 0.67 -0.448
O -3.41 1.29 0.43 0.093
C -1.45 0.69 1.73 -0.075
C -1.66 1.42 3.09 -0.152
C -0.61 1.07 4.18 -0.125
C 0.80 0.83 3.66 -0.261
C 1.46 -0.39 4.00 -0.068
N 2.67 -0.74 3.63 0.148
C 3.22 0.22 2.83 -0.225
C 4.53 -0.02 2.32 -0.033
C 5.17 0.84 1.49 -0.086
C 4.54 2.08 1.14 -0.071
C 3.30 2.34 1.65 -0.022
C 2.61 1.43 2.49 -0.207
N 1.36 1.76 2.93 0.178
H 0.15 3.87 -1.34 0.084
H -0.69 5.13 -0.38 0.070
H 0.91 4.64 0.14 0.018
H 0.23 2.55 0.88 0.089
H -1.02 3.74 1.45 0.121
H -1.93 -0.29 1.79 0.082
H -0.42 0.67 1.38 0.111
H -1.73 2.51 3.01 0.100
H -2.63 1.09 3.47 0.122
H -0.90 0.19 4.77 0.097
H -0.57 1.92 4.89 0.121
H 0.91 -1.11 4.62 0.104
H 5.04 -0.95 2.58 0.114
H 6.16 0.58 1.12 0.100
H 4.99 2.82 0.48 0.081
H 2.84 3.29 1.36 0.109
C -1.64 -5.18 1.19 -0.111
C -2.82 -4.22 1.12 -0.285
C -2.44 -2.77 1.44 -0.215
C -1.90 -2.68 2.81 -0.224
N -1.47 -2.59 3.87 0.158
H -1.22 -5.22 2.20 0.067
H -1.95 -6.19 0.93 0.071
H -0.85 -4.88 0.50 0.069
H -3.60 -4.56 1.81 0.105
H -3.25 -4.26 0.12 0.078
H -3.30 -2.13 1.36 0.059
H -1.68 -2.41 0.74 0.122
C -8.35 -0.81 0.27 -0.110
C -7.13 0.10 0.13 -0.253
C -5.98 -0.56 -0.63 -0.174
C -5.53 -1.76 0.08 -0.185
N -5.18 -2.71 0.64 0.190
H -8.11 -1.70 0.85 0.070
H -9.15 -0.29 0.79 0.072
H -8.72 -1.12 -0.70 0.076
H -6.79 0.41 1.12 0.115
H -7.43 1.01 -0.40 0.111
H -5.14 0.14 -0.72 0.095
H -6.29 -0.84 -1.64 0.112
C -4.76 -3.47 -3.06 -0.104
C -3.55 -2.55 -3.19 -0.262
C -2.39 -3.20 -3.94 -0.179
C -1.93 -4.41 -3.22 -0.213
N -1.58 -5.35 -2.65 0.170
H -4.53 -4.37 -2.48 0.072
H -5.58 -2.96 -2.55 0.049
H -5.13 -3.79 -4.04 0.079
H -3.23 -2.25 -2.19 0.101
H -3.85 -1.65 -3.72 0.110
H -1.55 -2.51 -4.01 0.118
H -2.68 -3.49 -4.95 0.121
C 0.00 -8.36 -3.22 -0.131
C 0.93 -9.57 -3.22 -0.268
C 1.97 -9.53 -4.33 -0.193
C 1.32 -9.49 -5.65 -0.239
N 0.81 -9.47 -6.68 0.138
H -0.58 -8.29 -4.14 0.068
H -0.70 -8.41 -2.39 0.067
H 0.57 -7.43 -3.11 0.066
H 0.32 -10.48 -3.31 0.110
H 1.44 -9.63 -2.25 0.106
H 2.62 -10.41 -4.28 0.113
H 2.60 -8.64 -4.23 0.117
C 0.86 9.01 -2.84 -0.110
C 0.06 9.22 -1.56 -0.264
C 0.90 9.04 -0.29 -0.182
C 1.44 7.67 -0.23 -0.200
N 1.86 6.60 -0.19 0.165
H 1.24 7.99 -2.90 0.071
H 0.23 9.17 -3.71 0.072
H 1.70 9.69 -2.89 0.077
H -0.79 8.53 -1.54 0.110
H -0.36 10.23 -1.56 0.107
H 0.29 9.22 0.60 0.116
H 1.73 9.74 -0.28 0.120
C 8.08 4.59 2.64 -0.108
C 8.52 3.18 2.28 -0.262
C 9.03 3.06 0.84 -0.185
C 7.96 3.41 -0.11 -0.231
N 7.12 3.70 -0.84 0.153
H 7.23 4.91 2.02 0.071
H 7.75 4.64 3.68 0.073
H 8.89 5.31 2.50 0.076
H 7.69 2.49 2.44 0.097
H 9.32 2.88 2.96 0.109
H 9.35 2.03 0.64 0.115
H 9.88 3.72 0.67 0.119
```